[1]
Entry from the Open Molecules 2025 dataset: 2 unconnected molecules or ions with the total composition CH5N2O (ωB97M-V/def2-TZVPD).

CARTESIAN COORDINATES (ANGSTROEM)
C  0.15168  0.13632  -0.41171
N  -0.91645  0.51100  -1.08397
N  0.17827  -0.22990  0.81664
O  1.20307  -0.73853  1.52516
H  1.11180  0.21192  -0.92808
H  -0.82465  0.88135  -2.01758
H  -1.83999  0.47979  -0.67711
H  -1.13536  -0.69357  1.65752
H  2.07163  -0.55840  1.11913

HOMO (spin up / spin down): -0.5493 / -0.5493 Ha
Charge: +1
Energy relative to the best compared isomer or geometry (same formula, charge and spin): 111.2 kcal per mole

---

[2]
Entry from the Open Molecules 2025 dataset: a molecular structure, C11H21CeN5O4S (ωB97M-V/def2-TZVPD).

CARTESIAN COORDINATES (ANGSTROEM)
Ce  0.30384  1.12272  -1.15961
C  -0.96195  0.48852  2.04199
C  0.10215  1.53973  2.23628
N  1.25083  1.35448  1.29990
C  2.18423  0.27199  1.68960
C  1.76266  -1.06171  1.14313
C  2.13107  -2.23414  1.76924
C  1.72028  -3.44159  1.22570
C  0.92399  -3.44059  0.08958
C  0.59320  -2.23611  -0.48563
C  -0.26890  -2.16493  -1.71370
N  -1.04658  -0.91048  -1.76198
C  -2.39258  -0.91896  -1.14337
C  -2.27852  -0.72956  0.34572
N  -1.50191  0.50083  0.65576
N  1.02678  -1.05895  0.01296
H  -1.75783  0.63707  2.77180
H  -0.55658  -0.50696  2.21965
H  0.44348  1.50081  3.27145
H  -0.31200  2.52930  2.06090
H  1.78012  2.22098  1.31413
H  2.27439  0.20937  2.77372
H  3.17672  0.52407  1.31039
H  2.72307  -2.20155  2.67595
H  1.99738  -4.37682  1.69815
H  0.55700  -4.36526  -0.33879
H  -0.92580  -3.03083  -1.75356
H  0.36554  -2.20354  -2.59896
H  -1.10959  -0.61334  -2.72442
H  -2.91470  -1.85193  -1.34952
H  -2.96918  -0.11106  -1.59341
H  -1.74468  -1.56655  0.79518
H  -3.26592  -0.69872  0.80463
H  -2.13576  1.29614  0.57388
N  0.05954  3.60721  -0.25684
H  -0.88114  3.99567  -0.26760
H  0.37795  3.68189  -1.21012
H  0.64021  4.27563  0.24342
O  0.45901  0.58452  -3.43269
S  0.12355  2.03690  -3.47765
O  -0.08196  2.66775  -4.69586
O  -1.08212  2.08127  -2.49133
O  1.21072  2.59673  -2.56808

HOMO: -0.6053 Ha
Charge: +2
Energy relative to the best compared isomer or geometry (same formula, charge and spin): 0.0 kcal per mole

---

[3]
Entry from the Open Molecules 2025 dataset: a single C2H6NO2P molecule (ωB97M-V/def2-TZVPD).

CARTESIAN COORDINATES (ANGSTROEM)
C  -1.60952  0.93966  -0.31311
P  -0.52715  -0.28220  0.46845
O  -0.85819  -1.91599  -0.10797
C  1.24367  0.18667  0.09705
N  1.94976  -0.91795  -0.12011
O  1.61026  1.33334  0.07460
H  -1.24465  1.94703  -0.13828
H  -1.61016  0.71814  -1.38217
H  -2.61861  0.81066  0.07324
H  -0.69937  -0.12695  1.83432
H  2.93021  -0.90084  -0.35935
H  1.43373  -1.79158  -0.12665

HOMO: -0.3487 Ha
SMILES: C[P@@H](=O)C(N)=O
Energy relative to the best compared isomer or geometry (same formula, charge and spin): 21.6 kcal per mole

---

[4]
Entry from the Open Molecules 2025 dataset: 2 unconnected molecules or ions with the total composition CH4NO2S2 (ωB97M-V/def2-TZVPD).

CARTESIAN COORDINATES (ANGSTROEM)
N  -0.79742  -0.96869  -2.06737
C  -0.37799  -0.11039  -1.00873
O  -0.20616  1.09066  -1.35222
O  -0.21351  -0.62112  0.10870
H  -1.00280  -0.51315  -2.93503
H  -1.27425  -1.82424  -1.84524
S  0.88801  0.45362  3.36782
S  0.86633  1.83926  1.82509
H  1.87252  -0.39017  2.99160
H  0.24526  1.04423  0.91539

HOMO: -0.1671 Ha
Charge: -1
Energy relative to the best compared isomer or geometry (same formula, charge and spin): 2.7 kcal per mole

---

[5]
Entry from the Open Molecules 2025 dataset: 2 unconnected molecules or ions with the total composition C5H14N2 (ωB97M-V/def2-TZVPD).

CARTESIAN COORDINATES (ANGSTROEM)
C  2.59646  0.66962  -0.80761
C  1.79573  -0.49237  -1.40522
C  0.67654  -0.00784  -2.31714
H  3.12691  1.21903  -1.59108
H  3.40021  0.27699  -0.17146
H  1.97754  1.32267  -0.19198
H  1.36999  -1.07202  -0.58656
H  2.49774  -1.06043  -2.02054
H  0.25076  -0.82971  -2.89900
H  -0.15244  0.45628  -1.78544
H  1.01794  0.69327  -3.08437
C  -1.67332  -1.11067  2.62649
N  -2.18486  1.20644  1.18570
C  -2.03695  -0.02965  0.58668
N  -1.94324  -1.15431  1.18917
H  -1.54037  -2.13728  2.96813
H  -2.48910  -0.63713  3.18777
H  -0.74919  -0.55250  2.81051
H  -1.86550  1.23683  2.14203
H  -1.86715  2.00923  0.64768
H  -2.20770  -0.00645  -0.48375

HOMO (spin up / spin down): 0.0442 / -0.1984 Ha
<S²>: 0.750
Charge: -1
Energy relative to the best compared isomer or geometry (same formula, charge and spin): 8.5 kcal per mole
Multiplicity: 2

---

[6]
Entry from the Open Molecules 2025 dataset: a molecular structure, C6H14N2 (ωB97M-V/def2-TZVPD).

CARTESIAN COORDINATES (ANGSTROEM)
C  1.46325  -0.80262  1.72101
C  0.50999  -1.78565  1.01393
C  -0.12947  -1.33161  -0.31830
N  0.32866  1.49207  -0.95793
C  -0.98960  0.97853  -0.82977
C  -1.15861  -0.28104  -0.22615
C  -2.14233  1.89687  -1.15927
N  2.42861  -0.23520  0.78089
H  0.78731  -0.07510  2.19951
H  2.03048  -1.39528  2.43384
H  -0.22950  -2.18023  1.71367
H  1.19198  -2.58988  0.72597
H  0.72293  -1.05816  -0.94581
H  -0.55951  -2.19851  -0.83291
H  -0.03886  0.82191  -1.75928
H  0.17938  2.47020  -1.20002
H  -2.17127  -0.57357  0.02644
H  -2.46688  2.32909  -0.22309
H  -2.89945  1.24626  -1.60680
H  -1.88361  2.58967  -1.96411
H  1.92628  0.34783  0.13490
H  3.10021  0.33443  1.27327

HOMO (spin up / spin down): -0.4662 / -0.4644 Ha
<S²>: 0.755
Charge: +1
Energy relative to the best compared isomer or geometry (same formula, charge and spin): 57.4 kcal per mole
Multiplicity: 2

---

[7]
Entry from the Open Molecules 2025 dataset: a molecular structure, C12H18F3N2O3PdS3 (ωB97M-V/def2-TZVPD).

CARTESIAN COORDINATES (ANGSTROEM)
Pd  0.25960  0.50530  0.35600
C  -0.78870  -2.15700  4.10540
C  -0.82090  -1.36960  2.82490
S  0.38160  -0.15210  2.65370
C  -1.78130  -1.62010  1.88350
C  -2.80950  -2.69560  2.09760
S  -1.92710  -0.73620  0.42000
H  0.03710  -1.81320  4.72080
H  -0.65660  -3.21840  3.89670
H  -1.72210  -2.03450  4.65750
H  -3.46210  -2.44850  2.93600
H  -2.33470  -3.65290  2.31110
H  -3.41050  -2.79040  1.19830
C  4.33170  -1.28320  0.48240
C  4.36140  0.09290  -0.19550
C  5.60960  0.87880  0.23080
C  4.30740  -0.05090  -1.72000
C  3.18720  0.82270  0.25100
N  2.29870  1.42060  0.67420
H  5.18960  -1.87800  0.16910
H  3.41460  -1.80180  0.20790
H  4.35660  -1.17400  1.56560
H  6.51000  0.35010  -0.08250
H  5.62990  1.00290  1.31230
H  5.60380  1.86590  -0.22670
H  5.14330  -0.65510  -2.07230
H  4.35100  0.92690  -2.19490
H  3.37210  -0.52290  -2.01430
F  0.13060  1.00690  -4.68630
C  0.70660  0.06350  -3.91650
F  1.98090  -0.04220  -4.34910
F  0.10800  -1.09850  -4.23400
S  0.53580  0.43930  -2.04930
O  1.31330  1.64050  -1.90990
O  -0.89450  0.59160  -1.98720
O  1.12090  -0.77180  -1.50590
C  -2.99530  2.43650  -0.84960
C  -1.79440  2.60960  -0.07860
N  -0.81770  2.67970  0.52600
H  -3.40020  3.38750  -1.19080
H  -3.73420  1.90120  -0.25380
H  -2.70980  1.81270  -1.69830

HOMO (spin up / spin down): -0.1287 / -0.1530 Ha
<S²>: 2.019
Charge: -1
Energy relative to the best compared isomer or geometry (same formula, charge and spin): 35.5 kcal per mole
Multiplicity: 3

---

[8]
Entry from the Open Molecules 2025 dataset: 2 unconnected molecules or ions with the total composition C24H36F3INO2 (ωB97M-V/def2-TZVPD).

CARTESIAN COORDINATES (ANGSTROEM)
C  5.32337  4.94749  4.77855
C  4.51670  3.66360  5.04188
I  2.91440  4.06936  6.42424
C  4.03278  2.95176  3.75466
C  2.63438  3.27595  3.31943
C  2.31611  4.21697  2.43777
C  0.90701  4.46724  2.05102
O  0.63280  5.07047  1.04232
C  -0.16826  3.94678  2.96197
C  -1.54599  4.51507  2.78318
C  -2.69675  3.48472  2.77341
C  -2.40825  2.29531  1.93456
F  -2.23656  2.54433  0.61395
C  -2.24658  1.05673  2.33957
F  -1.94581  0.04336  1.53325
F  -2.37756  0.65046  3.59833
C  0.15426  2.97857  3.81566
C  1.52549  2.41878  3.85954
O  1.74043  1.30698  4.27778
H  4.84188  5.83718  5.18233
H  6.30875  4.87366  5.24080
H  5.45313  5.10831  3.70690
H  5.12500  2.95653  5.59972
H  4.71467  3.23873  2.95030
H  4.10302  1.87146  3.89165
H  3.06440  4.82035  1.93438
H  -1.73247  5.22801  3.59257
H  -1.55975  5.08730  1.85492
H  -3.58767  3.98596  2.38501
H  -2.93875  3.14468  3.78264
H  -0.57702  2.50195  4.46121
C  1.30679  -3.96426  -1.06880
C  0.28335  -2.84116  -0.92509
C  -1.16434  -3.30605  -1.07236
C  -1.63064  -3.94776  -2.37015
N  -1.60072  -3.14796  -3.65817
C  -0.21884  -3.04658  -4.25087
C  0.07730  -4.43238  -4.80407
C  -1.29362  -4.98717  -5.24357
C  -2.32001  -3.98638  -4.70659
C  -2.29417  -1.80231  -3.53848
C  -1.49867  -0.61084  -2.98545
C  -1.81183  -0.16781  -1.55319
H  1.19449  -4.51359  -2.00621
H  2.32262  -3.57199  -1.04264
H  1.20943  -4.68356  -0.25492
H  0.51300  -2.02645  -1.61485
H  0.37638  -2.40169  0.06991
H  -1.85133  -2.50514  -0.80058
H  -1.33710  -4.09007  -0.32792
H  -2.67907  -4.21465  -2.24048
H  -1.08707  -4.86849  -2.57624
H  -0.28753  -2.30074  -5.04336
H  0.49271  -2.71230  -3.50534
H  0.52026  -5.06376  -4.03629
H  0.79672  -4.37758  -5.61749
H  -1.46105  -5.99025  -4.85754
H  -1.37801  -5.04305  -6.32630
H  -3.19871  -4.43397  -4.25158
H  -2.64074  -3.30173  -5.48711
H  -3.20219  -1.98388  -2.96191
H  -2.59292  -1.56671  -4.55712
H  -1.72917  0.21947  -3.65386
H  -0.42763  -0.77337  -3.10446
H  -2.84256  -0.39213  -1.27399
H  -1.67890  0.90777  -1.45416
H  -1.15342  -0.62952  -0.82228

HOMO: -0.3977 Ha
Charge: +1

---

Largest force on an atom across the listed records, respectively: 5.80 5.26 7.32 1.61 1.15 3.80 3.48 0.71 eV Å⁻¹.